Entry from the Open Molecules 2025 dataset: a cluster of 2 separate species, C4H8N2O in total in a non-equilibrium geometry (ωB97M-V with the def2-TZVPD basis set).

Last column: Mulliken charge in e.
CARTESIAN COORDINATES (ANGSTROEM)
O  -2.3068  0.0743  0.4429  -0.385
N  1.6498  2.1305  0.1971  -1.034
N  1.2458  1.0732  0.1860  0.676
C  0.6806  -0.0137  0.1288  0.800
C  0.5547  -0.8392  1.3608  -1.190
C  -2.0442  1.0308  -0.2243  -0.214
C  0.6261  -0.6844  -1.2403  -1.131
H  -0.3962  -0.9140  -1.4822  0.251
H  1.0004  0.0159  -2.0360  0.342
H  -2.2361  0.8452  -1.2803  0.307
H  1.2924  -1.4199  -1.3500  0.434
H  1.4094  -1.6895  1.5313  0.264
H  -1.7010  1.9872  0.1213  0.278
H  -0.4096  -1.4712  1.5008  0.266
H  0.6347  -0.1251  2.1442  0.334

The energy above the lowest of the compared OMol25 structures with the same formula, charge and spin is 4.6824 eV. The frontier orbital gap comes out at 9.018 eV. As for the total charge: 0. The value obtained for the max |F| is 0.109 hartree/bohr.